49
Properties=species:S:1:pos:R:3:forces:R:3 method="wB97M-V/def2-TZVPD" total_charge=0 gap_ev=9.355 smiles=COC[C@H](C)N.COC[C@H](C)N.O.O.O.O.O lumo_energy_ev=0.1 relative_energy_kcal_mol=50.0 homo_ev=-9.28
C -5.215312 3.854382 6.749904 0.09 0.86 -1.06
C -4.462960 2.556875 6.856200 0.78 0.05 -0.18
C -3.311671 2.452448 5.756509 -1.57 -0.62 0.33
O -3.902685 2.173590 4.451085 2.27 0.29 1.01
C -2.845151 1.752002 3.510429 -2.22 0.25 0.63
N -3.812291 2.399826 8.172094 0.25 -0.68 -0.29
H -4.523956 4.696725 6.774482 0.13 0.06 0.09
H -6.030433 4.114645 7.425137 0.12 -0.68 0.42
H -5.658740 3.858265 5.754180 -0.07 0.16 -0.13
H -5.154041 1.749269 6.614775 -0.06 -0.27 0.07
H -2.666431 1.622778 6.045329 -0.02 -0.38 0.04
H -2.646291 3.315781 5.761464 -0.29 0.45 -0.21
H -3.439861 1.834533 2.600692 0.83 -0.16 -0.45
H -2.565001 0.715662 3.699146 -0.01 -0.08 0.06
H -1.946800 2.369136 3.524794 -0.22 0.31 0.01
H -3.561551 1.423839 8.240457 0.63 -0.26 -0.13
H -4.416122 2.457568 8.979655 -0.64 0.72 -0.20
C 5.759606 -2.059912 -2.144257 1.31 -0.58 -0.54
C 4.420510 -1.746398 -2.770148 0.50 0.58 1.10
C 4.320902 -2.187048 -4.234354 -1.23 1.54 -0.23
O 5.101449 -1.375603 -5.112090 1.13 -1.19 0.18
C 5.051694 -1.796161 -6.504042 -0.32 1.06 1.65
N 3.454279 -2.443689 -1.958708 -1.78 -0.75 -0.81
H 5.983813 -3.098640 -2.386921 0.17 -0.26 -0.43
H 5.774122 -2.140826 -1.057358 -0.30 0.86 0.08
H 6.598633 -1.472119 -2.516567 -0.01 0.12 0.10
H 4.176695 -0.690353 -2.654288 0.15 0.17 -0.39
H 3.317287 -1.956232 -4.591546 -0.64 -0.58 0.45
H 4.455377 -3.268685 -4.242499 0.57 -0.21 -0.56
H 5.864040 -1.234716 -6.965531 0.00 -0.45 -0.21
H 4.104949 -1.420462 -6.892160 -0.14 -0.29 -0.37
H 5.120082 -2.880808 -6.587513 0.20 0.06 -0.20
H 3.665533 -3.431021 -1.933331 -0.09 -0.04 0.37
H 3.268523 -2.070692 -1.038668 0.43 -0.01 -0.16
O -0.258794 2.170286 -6.204145 -0.19 0.07 -0.21
H 0.675034 2.357839 -6.299129 0.22 0.08 -0.01
H -0.310219 1.583750 -5.449444 -0.03 -0.18 0.29
O 1.633450 3.600081 -2.019391 0.19 0.00 -0.14
H 1.321037 4.339159 -1.497458 -0.06 0.22 0.09
H 1.199204 2.836784 -1.638572 -0.14 -0.24 0.03
O -0.469212 -0.267624 -2.843965 0.03 0.31 -0.07
H -1.216925 -0.851070 -2.973360 -0.26 -0.15 -0.05
H 0.164910 -0.794425 -2.357539 0.27 -0.16 0.07
O -1.269169 -4.895455 0.524534 -0.19 -0.04 0.10
H -1.078583 -4.512132 -0.331607 -0.01 0.08 -0.26
H -0.426988 -4.897366 0.979464 0.19 -0.03 0.16
O -4.423098 -3.074097 -2.553581 0.25 -0.05 -0.09
H -4.770047 -3.169518 -1.666589 -0.06 -0.07 0.26
H -5.048794 -2.500170 -2.995567 -0.15 0.14 -0.16

---

50
Properties=species:S:1:pos:R:3:forces:R:3 method="wB97M-V/def2-TZVPD" total_charge=0 gap_ev=8.395 smiles="C=C/C=C/CC(=C)C.O.O.O.O.O.O.O.O.O.O" lumo_energy_ev=-0.2 relative_energy_kcal_mol=106.5 homo_ev=-8.58
C 0.737542 3.025309 0.994765 -1.94 2.28 -2.05
C -0.569586 2.457830 0.462801 1.37 -3.48 2.23
C -1.413098 3.019704 -0.341195 -0.96 2.70 -0.43
C -0.803638 1.039368 0.979552 0.29 -1.23 -0.29
C 0.056510 0.128672 0.140633 0.67 -1.53 -0.75
C 0.222296 -1.205173 0.242154 -1.49 1.56 1.07
C 1.193098 -2.001885 -0.476229 -0.99 -0.89 -1.66
C 0.785704 -3.009226 -1.277522 -0.67 1.32 0.61
H 0.262130 3.863785 1.547308 1.72 -0.39 0.73
H 1.618899 2.472525 1.226014 -0.28 -1.23 1.80
H 1.222084 3.426647 0.120858 -0.44 1.06 -0.37
H -2.398590 2.694916 -0.604819 -0.20 -0.77 -0.01
H -1.288516 4.087211 -0.553508 0.34 -0.28 -0.44
H -0.371503 0.814178 2.014176 -1.17 0.98 -0.90
H -1.853837 0.669587 0.839046 0.97 0.39 0.35
H 0.567900 0.559249 -0.705705 0.44 0.65 0.06
H -0.480138 -1.749167 0.889142 0.55 0.11 -0.04
H 2.207127 -1.630851 -0.545738 0.39 -0.60 0.62
H -0.313603 -3.068996 -1.568210 1.62 -0.61 0.84
H 1.536673 -3.589055 -1.766026 -0.03 -0.39 -0.58
H 2.735530 3.508340 -1.467823 -1.55 -0.19 -0.63
H 1.563889 4.416400 -1.850115 -0.13 -0.24 -0.08
O 1.786600 3.475371 -1.786249 1.97 0.55 0.11
H -3.182165 1.416192 1.261048 -0.73 0.87 0.17
H -4.208600 0.497933 1.680509 -0.54 0.56 0.19
O -4.132048 1.456134 1.490693 0.94 -1.25 -0.15
H 1.728415 -3.273259 2.883661 0.76 0.25 -0.53
H 1.908571 -1.715114 2.380149 -0.01 -1.02 0.20
O 1.339928 -2.403975 2.767238 -0.35 0.23 0.10
H 3.788159 0.607287 -1.084148 -2.14 -0.75 -1.61
H 2.510658 -0.295626 -1.643366 0.67 0.34 0.27
O 3.048596 0.506233 -1.780802 1.74 0.37 1.39
H 1.350420 -1.650722 -4.348782 0.32 -0.08 -0.40
H 0.356263 -1.072844 -3.400352 1.48 -1.90 -0.66
O 0.770283 -1.965356 -3.654318 -1.05 2.18 0.26
H 1.272606 1.842621 -4.135300 -0.26 0.12 -0.24
H 1.795757 1.241714 -2.884425 0.23 -0.01 0.45
O 1.132728 1.087958 -3.561465 -0.27 -0.15 -0.46
H -2.405162 -1.527966 3.523752 1.04 0.25 0.26
H -1.681964 -0.647645 2.361914 0.91 -0.06 0.80
O -2.463579 -1.065415 2.691704 -2.18 -0.23 -1.14
H -0.937128 -0.694610 -2.871828 -0.26 0.14 -0.03
H -1.957688 0.277929 -3.534608 0.36 -0.18 0.11
O -1.798062 -0.296195 -2.775646 -0.81 0.19 0.26
H -2.190664 -3.584423 0.885272 0.28 -0.24 0.42
H -1.234695 -3.328224 2.047406 -0.18 -0.13 -0.11
O -1.596487 -4.043687 1.505070 -0.15 0.34 -0.25
H 0.205832 -2.241642 4.155351 0.09 0.86 0.14
H 0.008145 -0.937803 5.026184 0.55 0.18 0.31
O -0.431592 -1.594237 4.501777 -0.94 -0.65 0.01

---

50
Properties=species:S:1:pos:R:3:forces:R:3 method="wB97M-V/def2-TZVPD" total_charge=0 gap_ev=8.283 lumo_energy_ev=-0.2 relative_energy_kcal_mol=48.6 homo_ev=-8.47
C -0.459910 -3.635324 2.493373 -1.16 -0.18 1.16
C -0.367490 -2.135992 2.648445 0.06 -1.16 -0.63
C -1.149183 -1.408835 3.423196 -0.22 0.64 0.22
C 1.864011 -1.318263 2.458320 0.46 0.52 0.94
C 0.729805 -1.612550 1.832809 0.90 0.91 -0.05
C 0.482885 -1.444126 0.378004 -0.80 -0.07 -0.97
C 3.298400 0.419354 1.215062 -1.08 0.30 1.52
C 3.062835 -0.619736 2.029154 1.97 -0.91 -1.73
H 0.260776 -3.978743 1.744728 -0.40 -0.26 0.27
H -0.263220 -4.060622 3.497506 0.28 -0.16 -0.63
H -1.515854 -3.925654 2.285066 0.83 -0.03 -0.27
H -1.078138 -0.310579 3.364777 -0.02 -0.62 0.45
H -1.857311 -1.892445 4.108365 0.07 0.39 -0.42
H 1.999826 -1.632977 3.496657 -0.57 0.12 -0.02
H -0.151593 -2.249410 0.001085 -0.63 0.09 0.34
H 1.282570 -1.546115 -0.365264 0.56 0.69 0.82
H -0.056996 -0.491622 0.263432 0.11 -0.28 -0.51
H 2.504093 1.109525 0.924774 0.30 -0.30 -0.14
H 4.324157 0.747147 1.139916 -0.01 0.05 -0.51
H 4.011681 -1.151014 2.264638 -0.71 0.25 0.41
H 0.918053 2.961831 0.112585 0.54 0.20 -0.59
H 1.597393 3.584893 -1.196167 0.00 0.04 0.17
O 1.012298 2.889944 -0.881541 -0.34 0.00 0.59
H 3.638015 1.853826 -1.788057 -0.81 0.54 0.43
H 2.095919 1.437707 -1.193677 1.05 1.33 -0.19
O 2.948280 1.212940 -1.609062 0.11 -1.95 -0.44
H -5.444076 0.080540 -1.226813 -0.25 0.26 0.83
H -4.776602 -0.626334 0.095906 -0.58 0.52 0.17
O -4.813113 -0.533833 -0.853532 0.73 -0.80 -0.95
H -1.644140 2.073196 -1.760818 0.27 0.12 0.11
H -0.813893 3.150342 -0.911884 -0.31 -0.52 -0.80
O -1.694848 2.898065 -1.242154 -0.53 0.59 0.85
H -2.398125 -0.064440 -2.627199 0.82 0.33 0.36
H -2.068332 0.911794 -3.666924 0.50 0.51 0.02
O -1.779232 0.705392 -2.767660 -0.89 -0.78 -0.59
H 0.272928 3.794917 1.938986 0.03 -0.04 0.13
H -0.074086 2.357815 1.706818 -0.07 0.05 0.24
O 0.695418 2.946923 1.747487 -0.25 0.01 -0.05
H 1.514054 0.768181 -3.171766 0.56 0.34 -0.19
H 1.174337 -0.382713 -4.021224 0.06 -0.04 -0.49
O 1.745268 0.397259 -4.036980 -0.62 -0.48 0.39
H -3.911297 -1.529508 -2.219006 0.25 0.11 0.32
H -3.629804 -1.573798 -3.701720 0.35 -0.11 0.05
O -3.170400 -1.542433 -2.849544 -0.82 -0.33 -0.36
H -2.848686 2.529260 2.165608 0.25 0.19 0.67
H -2.489794 2.970297 0.830872 0.83 0.54 -0.15
O -2.199149 3.117922 1.758281 -0.90 -0.80 -0.74
H 3.208004 -1.236815 -3.143077 0.50 -0.37 -0.32
H 2.702990 -1.907494 -1.982742 0.29 -0.58 0.27
O 3.311278 -2.107695 -2.709041 -0.75 1.09 0.03